The following is a quantum chemistry calculation of one molecule with the formula C8H7N3O2 in a non-equilibrium geometry, from the Open Molecules 2025 dataset.

CARTESIAN COORDINATES (ANGSTROEM)
1 C 0.44 0.14 0.51
2 H 1.20 0.87 -2.60
3 C 1.49 -0.68 0.87
4 H 3.46 -1.27 0.46
5 O -3.36 -1.11 -0.88
6 H 1.27 -1.39 1.60
7 H -0.92 -0.41 2.19
8 H -0.97 1.31 1.81
9 C 2.61 -0.09 -1.22
10 C -2.71 1.26 0.23
11 C 0.50 0.82 -0.68
12 N -3.18 2.29 0.16
13 O -1.69 -1.93 0.25
14 C 1.48 0.58 -1.57
15 H 3.37 -0.44 -1.83
16 N -2.06 0.18 0.43
17 N -2.38 -1.08 -0.18
18 C 2.63 -0.69 0.02
19 C -0.81 0.23 1.42
20 H -0.36 1.40 -0.98

Its energy relative to the best compared isomer or geometry (same formula, charge and spin) is 98.1 kcal/mol. As for the structure (SMILES): N#CN(Cc1ccccc1)[N+](=O)[O-]. The value obtained for the molar mass is 177.163 u. Its charge is 0. The value obtained for the electronic energy is -623.6028 hartree. The HOMO-LUMO gap comes out at 9.858 eV.